No. 1
A structure of composition H23O11 at a distorted geometry. Source: OMol25; level of theory: wB97M-V/def2-TZVPD.

Cartesian coordinates (Å):
O: -0.660 1.938 -1.862
H: -0.507 1.521 -2.723
H: -0.418 1.156 -1.184
O: -2.061 -1.260 4.099
H: -2.672 -1.501 3.461
H: -1.548 -0.681 3.511
O: -0.693 0.700 -4.226
H: -1.114 0.259 -4.920
H: -0.011 1.212 -4.609
O: -0.822 -0.256 -0.789
H: -0.979 -0.775 -1.654
H: -1.683 -0.433 -0.218
O: 1.572 0.654 -1.349
H: 2.423 0.611 -1.653
H: 1.591 -0.246 -0.828
O: 1.801 -1.599 0.271
H: 1.280 -2.341 0.387
H: 2.424 -1.674 1.044
O: 1.064 3.641 -1.775
H: 0.110 2.946 -1.687
O: 2.476 -2.285 3.174
H: 3.303 -1.950 3.448
H: 1.826 -2.030 3.910
O: 0.236 4.338 1.145
H: -0.690 4.426 1.424
H: 0.699 4.739 1.886
O: -2.579 -1.662 0.638
H: -2.054 -2.490 0.694
H: -3.483 -2.008 0.860
O: -0.344 -4.159 0.696
H: -0.846 -4.810 0.248
H: 0.344 -4.637 1.021
H: 1.384 3.653 -0.795
H: 0.712 4.651 -1.797

Force components x, y, z for each atom (eV/Å):
0.70 1.08 1.80
-0.25 -0.05 -0.06
-0.86 1.03 -1.34
2.15 1.27 0.83
-2.49 -1.33 -1.59
0.40 0.07 0.71
0.12 0.22 2.08
-1.12 -1.05 -1.61
1.23 0.72 -0.90
-2.55 -2.08 -0.12
0.33 1.25 2.05
2.26 0.21 -1.61
-2.33 -2.38 2.38
3.58 0.41 -1.61
-0.63 1.97 -0.69
2.86 2.03 0.89
-2.12 -2.44 0.09
-0.87 0.34 -0.94
-0.46 4.29 2.87
-0.65 -1.93 -0.93
-2.86 0.01 0.89
1.48 0.55 0.65
1.45 -0.56 -1.64
-0.41 0.12 0.11
0.23 -0.17 -0.35
0.32 0.01 0.01
-1.22 -1.70 0.73
0.15 0.72 -0.05
1.00 0.85 -0.42
-2.39 2.93 -0.93
-0.99 -0.90 -0.89
3.33 -1.95 1.80
-0.44 -0.40 -1.90
1.04 -3.15 -0.30

Total charge   +1
E   -841.15292 a.u.
Relative energy (zero: lowest compared OMol25 entry of this formula, charge and spin)   3.517 eV
2S+1   1
Lowest unoccupied orbital energy   -2.6 eV

***

No. 2
A structure of composition C7H13N at a distorted geometry. Source: OMol25; level of theory: wB97M-V/def2-TZVPD.

Cartesian coordinates (Å):
C: 2.313 -0.163 0.207
C: 1.247 -0.882 -0.772
C: -0.072 -0.231 -0.394
C: -0.780 0.839 -1.054
C: -2.228 0.729 -0.998
C: -1.746 -0.672 1.623
C: -0.707 -0.831 0.764
N: 2.355 1.299 0.116
H: 3.234 -0.715 0.096
H: 1.869 -0.484 1.146
H: 1.187 -1.953 -0.579
H: 1.575 -0.764 -1.807
H: -0.414 1.252 -1.997
H: -2.932 1.555 -0.980
H: -1.468 1.039 -0.021
H: -2.702 -0.223 -1.267
H: -2.656 -0.111 1.429
H: -1.600 -1.155 2.584
H: -0.114 -1.705 1.081
H: 1.434 1.575 -0.254
H: 2.205 1.601 1.078

Force components x, y, z for each atom (eV/Å):
-1.83 -1.89 -0.45
0.77 2.22 0.47
-2.29 1.27 -2.08
2.71 -3.57 -2.87
-0.59 0.63 1.40
0.24 0.26 -0.73
0.43 -1.69 1.04
-0.83 -0.29 0.19
0.70 0.49 -0.13
0.43 0.10 0.60
0.16 0.06 0.22
-0.39 0.24 -0.01
1.02 0.77 0.60
0.56 0.35 -0.53
-2.79 0.26 1.25
0.40 0.03 1.02
0.33 0.03 0.21
-0.46 -0.12 -0.11
0.27 0.62 0.26
0.55 -0.02 -0.31
0.60 0.26 -0.05

E   -329.05109 a.u.
Relative energy (zero: lowest compared OMol25 entry of this formula, charge and spin)   5.997 eV
2S+1   1
Lowest unoccupied orbital energy   0.0 eV

***

No. 3
A structure of composition C52H70BCl2N8O2P2S3Ti at a distorted geometry. Source: OMol25; level of theory: wB97M-V/def2-TZVPD.

Cartesian coordinates (Å):
Ti: -0.862 0.645 -0.965
C: -3.796 2.157 3.464
C: -2.865 0.980 3.391
C: -2.334 0.382 4.480
C: -1.472 -0.745 4.356
N: -1.092 -1.172 3.185
N: -1.593 -0.541 2.100
B: -1.269 -1.102 0.692
N: -2.451 -2.021 0.271
N: -2.784 -2.874 1.257
C: -3.754 -3.713 1.050
C: -4.481 -3.686 -0.168
C: -4.163 -2.810 -1.148
C: -4.919 -2.732 -2.445
C: -3.063 -1.940 -0.905
S: -2.534 -0.845 -2.108
C: -4.100 -4.726 2.141
C: -5.530 -4.458 2.632
C: -4.003 -6.135 1.536
C: -3.132 -4.622 3.316
N: 0.193 -1.535 0.526
N: 1.008 -0.783 1.343
C: 2.273 -0.981 1.331
C: 2.874 -1.885 0.397
C: 2.118 -2.730 -0.317
C: 2.789 -3.754 -1.201
C: 0.659 -2.670 -0.169
S: -0.314 -3.884 -0.748
C: 3.069 -0.306 2.452
C: 4.578 -0.470 2.254
C: 2.658 -1.011 3.757
C: 2.723 1.180 2.570
C: -2.497 0.434 2.122
S: -3.144 0.939 0.630
C: -0.993 -1.481 5.608
C: -0.167 -2.715 5.251
C: -0.158 -0.526 6.477
C: -2.233 -1.929 6.410
H: -3.881 2.523 4.488
H: -4.791 1.885 3.101
H: -3.444 2.963 2.815
H: -2.566 0.770 5.468
H: -5.316 -4.365 -0.309
H: -5.789 -3.388 -2.422
H: -4.279 -3.024 -3.284
H: -5.246 -1.708 -2.639
H: -6.262 -4.531 1.821
H: -5.610 -3.460 3.075
H: -5.804 -5.194 3.394
H: -4.730 -6.290 0.733
H: -4.203 -6.879 2.312
H: -3.002 -6.319 1.134
H: -3.151 -3.621 3.750
H: -2.105 -4.823 3.000
H: -3.413 -5.348 4.085
H: 3.954 -1.937 0.310
H: 3.575 -4.267 -0.645
H: 3.259 -3.254 -2.054
H: 2.084 -4.488 -1.570
H: 4.890 -1.518 2.310
H: 5.098 0.070 3.050
H: 4.915 -0.052 1.298
H: 2.827 -2.092 3.692
H: 1.596 -0.843 3.949
H: 3.247 -0.622 4.595
H: 3.232 1.758 1.800
H: 3.052 1.556 3.544
H: 1.643 1.336 2.479
H: 0.800 -2.441 4.821
H: -0.684 -3.349 4.526
H: 0.014 -3.297 6.160
H: 0.758 -0.219 5.962
H: 0.127 -1.031 7.406
H: -0.717 0.377 6.749
H: -2.889 -2.564 5.808
H: -2.820 -1.080 6.772
H: -1.912 -2.506 7.283
Cl: -3.149 7.168 0.713
C: -2.709 5.638 0.021
C: -3.358 5.211 -1.157
C: -3.031 4.016 -1.731
Cl: -3.886 3.489 -3.137
C: -2.035 3.190 -1.159
O: -1.695 2.039 -1.693
C: -1.418 3.622 0.046
C: -0.484 2.829 0.725
O: -0.108 1.660 0.344
C: -1.768 4.868 0.614
H: -4.126 5.829 -1.605
H: -0.036 3.211 1.640
H: -1.289 5.199 1.529
C: 0.674 -1.873 -3.463
P: 0.452 -0.097 -3.185
C: 2.261 0.498 -3.192
N: 3.142 -0.431 -3.484
C: 4.472 -0.147 -3.398
C: 5.431 -1.139 -3.728
C: 6.760 -0.863 -3.585
C: 7.191 0.402 -3.099
C: 6.286 1.373 -2.793
C: 4.900 1.112 -2.956
N: 3.993 2.088 -2.701
C: 2.713 1.838 -2.837
P: 1.475 3.216 -2.592
C: 1.559 4.034 -4.247
C: 2.240 4.560 -1.532
C: 1.115 5.584 -1.343
C: 3.465 5.297 -2.087
C: 2.571 3.925 -0.183
C: -0.199 0.438 -4.903
C: 0.969 0.549 -5.887
C: -1.159 -0.627 -5.455
C: -0.976 1.750 -4.788
H: 1.101 -2.029 -4.449
H: -0.287 -2.366 -3.374
H: 1.357 -2.285 -2.737
H: 5.078 -2.101 -4.092
H: 7.501 -1.612 -3.847
H: 8.252 0.593 -2.978
H: 6.594 2.352 -2.438
H: 2.498 4.571 -4.366
H: 0.726 4.733 -4.343
H: 1.471 3.315 -5.052
H: 0.859 6.078 -2.286
H: 1.445 6.357 -0.642
H: 0.201 5.129 -0.945
H: 3.200 5.964 -2.909
H: 4.248 4.622 -2.411
H: 3.868 5.927 -1.286
H: 1.721 3.361 0.212
H: 2.830 4.704 0.544
H: 3.420 3.245 -0.268
H: 1.547 -0.379 -5.939
H: 1.663 1.348 -5.645
H: 0.558 0.745 -6.885
H: -0.646 -1.546 -5.744
H: -1.622 -0.210 -6.359
H: -1.960 -0.875 -4.759
H: -1.237 2.105 -5.790
H: -0.422 2.538 -4.280
H: -1.899 1.599 -4.234

Force components x, y, z for each atom (eV/Å):
-0.58 -4.03 -0.93
0.04 -0.12 -0.04
-0.31 0.27 -0.19
0.12 -0.04 0.37
0.08 -0.04 0.11
-0.13 0.19 -0.12
0.42 -0.57 -0.16
0.12 0.11 0.23
0.44 0.15 0.45
0.08 0.02 -0.07
-0.11 -0.14 0.11
-0.21 -0.24 0.13
-0.18 0.10 -0.42
0.13 -0.01 0.08
0.06 -0.04 -0.28
0.07 -0.36 0.20
0.05 0.13 -0.12
-0.08 0.01 -0.02
-0.02 -0.07 -0.05
0.09 0.05 -0.01
-0.36 -0.60 -0.32
-0.57 -0.02 -0.15
0.56 -0.01 0.04
0.35 0.26 0.41
-0.42 -0.31 -0.32
-0.06 0.16 0.04
0.18 0.29 0.24
-0.03 0.25 0.05
0.03 -0.07 0.01
0.08 0.11 0.00
0.06 -0.01 -0.08
-0.12 0.04 0.03
-0.23 0.26 0.13
0.27 0.02 -0.10
-0.17 0.03 -0.02
0.12 -0.09 -0.04
0.04 0.06 0.04
-0.01 0.03 -0.01
0.02 -0.04 -0.07
0.09 -0.01 0.02
0.00 -0.03 0.04
0.00 -0.09 -0.09
0.10 0.04 0.02
0.05 0.02 0.01
-0.04 0.03 0.11
0.01 -0.06 0.04
0.08 0.01 0.09
0.01 -0.10 -0.04
0.03 0.08 -0.08
0.08 0.01 0.09
0.01 0.06 -0.07
-0.09 0.02 0.05
0.00 -0.03 0.01
-0.08 0.00 0.02
0.03 0.08 -0.09
-0.12 0.03 0.05
-0.03 0.02 0.00
-0.02 0.00 0.04
-0.07 -0.05 -0.03
-0.04 0.11 -0.01
-0.02 -0.06 -0.07
-0.05 -0.05 0.10
-0.01 0.11 0.01
0.14 0.04 -0.07
-0.08 -0.04 -0.08
-0.05 0.07 -0.10
-0.01 -0.02 -0.11
0.15 -0.04 0.04
-0.24 -0.12 0.09
0.01 0.05 0.10
0.00 0.08 -0.11
-0.13 -0.03 0.06
-0.03 0.07 -0.13
0.08 -0.15 -0.03
0.08 0.04 0.04
0.06 -0.08 -0.04
-0.03 0.09 -0.11
0.00 -0.11 -0.09
-0.22 0.32 -0.05
-0.01 0.11 0.02
0.01 0.03 -0.17
0.19 -0.07 0.09
0.29 -0.74 -0.31
-1.55 3.15 -0.35
-0.10 -0.06 0.10
0.13 -0.54 -0.23
0.71 1.80 1.74
0.07 0.08 0.36
0.04 -0.04 0.06
0.08 0.04 0.04
-0.01 -0.05 -0.08
0.21 0.16 -0.05
0.86 0.58 -0.53
0.16 -0.04 0.09
-0.27 0.12 0.12
-0.17 -0.22 -0.05
-0.07 -0.05 0.00
0.04 0.07 0.02
0.07 -0.18 -0.05
-0.14 0.09 0.01
0.11 0.12 0.10
-0.25 0.20 -0.03
-0.03 -0.01 0.02
-0.05 -0.09 -0.11
0.07 0.01 0.08
0.11 -0.15 0.01
-0.21 0.05 -0.04
-0.09 0.07 0.17
0.13 0.02 0.13
-0.05 0.01 0.21
-0.06 -0.10 -0.10
-0.08 0.00 -0.06
0.07 0.01 -0.09
0.04 -0.07 -0.06
-0.13 -0.05 0.02
0.07 -0.06 0.14
0.04 0.13 0.05
-0.07 0.07 0.05
-0.12 -0.03 -0.04
-0.07 -0.10 -0.03
0.02 -0.03 -0.05
0.05 -0.01 0.04
-0.02 -0.10 -0.07
0.04 -0.02 0.09
-0.01 -0.02 -0.06
0.27 0.14 -0.12
0.01 -0.07 0.02
0.09 -0.14 -0.04
-0.01 -0.02 -0.08
0.22 0.06 -0.06
-0.02 -0.08 -0.07
0.00 -0.01 0.01
-0.07 0.08 0.00
0.05 0.10 0.04
0.08 -0.02 0.15
-0.04 0.08 0.04
0.07 -0.08 0.12
0.01 0.02 -0.01
0.03 -0.03 0.04
-0.08 -0.09 -0.03
-0.10 -0.02 0.05

Total charge   +1
E   -6283.95419 a.u.
Relative energy (zero: lowest compared OMol25 entry of this formula, charge and spin)   2.030 eV
2S+1   1
Lowest unoccupied orbital energy (spin up / spin down)   -3.6 / -3.6 eV

***

No. 4
An isolated molecule of C5H9NO at a distorted geometry. Source: OMol25; level of theory: wB97M-V/def2-TZVPD.

Cartesian coordinates (Å):
C: -1.383 0.025 -0.572
C: -0.616 -0.345 0.686
O: -0.309 -1.714 0.843
C: 0.708 0.472 0.591
C: 1.813 -0.262 -0.185
C: 0.397 1.756 -0.156
N: -0.727 1.473 -0.790
H: -1.276 1.993 -1.458
H: -2.482 0.092 -0.441
H: -1.169 -0.673 -1.406
H: -1.179 0.030 1.555
H: -1.132 -2.212 0.883
H: 1.086 0.699 1.595
H: 2.708 0.365 -0.260
H: 1.488 -0.504 -1.204
H: 2.072 -1.195 0.318

Force components x, y, z for each atom (eV/Å):
0.79 1.29 -0.15
0.34 0.38 0.25
-0.24 -0.21 -0.10
0.04 0.01 0.18
0.01 -0.06 -0.03
-1.20 -0.33 -0.69
-1.08 -2.53 0.25
0.68 0.76 0.14
0.66 0.22 -0.07
0.08 0.57 0.29
0.11 -0.12 -0.08
0.06 -0.03 0.07
-0.07 -0.03 -0.16
-0.19 -0.07 0.04
0.04 0.03 0.14
-0.03 0.11 -0.07

E   -325.82828 a.u.
Relative energy (zero: lowest compared OMol25 entry of this formula, charge and spin)   2.973 eV
2S+1   1
Lowest unoccupied orbital energy   0.7 eV

***

No. 5
A structure of composition C4H4N4O at a distorted geometry. Source: OMol25; level of theory: wB97M-V/def2-TZVPD.

Cartesian coordinates (Å):
C: 1.571 0.813 -0.092
C: 0.461 -0.156 -0.047
C: -0.465 0.102 -1.028
C: -1.762 -0.268 0.454
H: 1.307 1.922 0.012
H: 2.043 0.964 -1.117
H: 2.244 0.355 0.565
H: 0.135 0.582 -1.957
N: -1.686 -0.073 -0.846
N: -1.737 -1.747 0.881
N: -0.472 -1.979 1.079
N: 0.434 -1.118 0.811
O: -2.072 0.603 1.285

Force components x, y, z for each atom (eV/Å):
0.71 1.62 -1.76
1.72 0.14 1.10
1.92 1.52 -5.34
-5.38 0.24 6.61
-0.09 -1.68 0.99
-0.44 -1.10 0.97
1.71 0.52 1.23
-2.43 -1.31 1.30
-1.15 0.49 -2.63
3.47 2.45 -0.11
-3.95 -2.58 -1.05
2.65 2.15 1.02
1.27 -2.45 -2.34

E   -448.90033 a.u.
Relative energy (zero: lowest compared OMol25 entry of this formula, charge and spin)   5.310 eV
2S+1   1
Lowest unoccupied orbital energy   -1.6 eV

***

No. 6
An isolated molecule of C4H5NO at a distorted geometry. Source: OMol25; level of theory: wB97M-V/def2-TZVPD.

Cartesian coordinates (Å):
C: -1.299 -0.418 -0.210
C: -0.357 0.735 0.051
O: 0.401 0.665 1.256
C: 1.106 0.561 0.039
C: 1.657 -0.737 -0.324
N: 2.069 -1.747 -0.708
H: -1.447 -0.956 0.729
H: -2.266 -0.054 -0.562
H: -0.898 -1.121 -0.947
H: -0.716 1.739 -0.185
H: 1.755 1.398 -0.200

Force components x, y, z for each atom (eV/Å):
0.00 0.05 -0.01
-0.21 0.02 -0.15
-0.01 0.00 0.20
0.21 0.06 -0.21
0.32 -0.90 -0.41
-0.38 0.98 0.46
-0.04 -0.01 -0.11
0.11 -0.06 0.03
-0.06 0.13 0.10
0.08 -0.21 0.09
-0.03 -0.07 0.00

SMILES   C[C@H]1O[C@H]1C#N
E   -285.35458 a.u.
Relative energy (zero: lowest compared OMol25 entry of this formula, charge and spin)   1.633 eV
2S+1   1
Lowest unoccupied orbital energy   0.9 eV

***

No. 7
A cluster of 2 separate species, C4HNO2 in total at a distorted geometry. Source: OMol25; level of theory: wB97M-V/def2-TZVPD.

Cartesian coordinates (Å):
C: -1.519 1.850 0.486
C: 1.784 0.985 -0.831
C: 1.061 -1.234 -0.290
C: 0.324 -2.239 -0.123
N: -0.642 1.175 0.230
O: 1.430 -0.103 -0.672
O: -0.303 -3.052 0.421
H: -2.134 2.618 0.780

Force components x, y, z for each atom (eV/Å):
0.80 -0.13 -0.02
0.34 0.61 -0.40
0.05 -2.83 0.50
0.41 2.31 0.93
0.16 -0.73 -0.19
0.59 1.61 -0.92
-0.94 -1.89 -0.31
-1.41 1.06 0.41

E   -357.97686 a.u.
Relative energy (zero: lowest compared OMol25 entry of this formula, charge and spin)   5.647 eV
2S+1   1
Lowest unoccupied orbital energy (spin up / spin down)   -0.1 / -0.1 eV

***

No. 8
The ion C7H15N2 with charge +1 at a distorted geometry. Source: OMol25; level of theory: wB97M-V/def2-TZVPD.

Cartesian coordinates (Å):
C: -1.307 2.123 -0.103
C: -0.683 0.719 -0.103
C: 0.814 0.559 -0.207
C: 1.948 1.474 -0.432
N: 1.046 -0.836 -0.304
C: 1.949 -1.444 0.718
C: -0.222 -1.480 -0.417
N: -1.186 -0.499 -0.102
C: -2.643 -0.793 -0.200
H: -0.532 2.769 -0.221
H: -1.836 2.132 0.848
H: -2.127 2.295 -0.721
H: 2.764 1.351 0.318
H: 1.611 2.518 -0.572
H: 2.305 0.925 -1.436
H: 1.776 -0.921 -1.152
H: 2.533 -2.395 0.557
H: 2.785 -0.726 0.879
H: 1.454 -1.673 1.654
H: -0.230 -2.362 0.320
H: -0.495 -1.866 -1.423
H: -3.084 -1.072 -1.216
H: -3.068 -1.452 0.574
H: -3.246 0.190 0.035

Force components x, y, z for each atom (eV/Å):
-1.19 -4.38 2.20
6.76 1.85 -1.32
-6.23 2.60 1.69
0.41 -1.89 -1.70
4.87 -1.20 -2.20
2.24 -0.22 1.86
-1.83 -3.57 0.04
-4.12 -0.48 0.50
-1.98 2.21 -0.14
1.80 2.17 -0.03
0.49 0.78 0.65
-0.97 -0.03 -1.93
-0.56 0.52 -0.54
0.57 -0.69 -0.08
0.31 2.02 1.42
-2.29 -0.19 1.02
-1.20 0.68 -1.24
-0.87 -0.26 0.13
-0.47 0.65 0.14
-0.19 1.20 -1.12
0.81 0.03 0.36
1.27 0.03 1.07
0.85 -0.22 -0.33
1.53 -1.60 -0.45

Total charge   +1
SMILES   CC1=C(C)[N@@H+](C)CN1C
E   -384.86871 a.u.
Relative energy (zero: lowest compared OMol25 entry of this formula, charge and spin)   3.485 eV
2S+1   1
Lowest unoccupied orbital energy   -3.1 eV